Entry 1:
The following is a quantum chemistry calculation of a 12-piece molecular cluster, C42H117N9O12 overall at a distorted geometry, from the Open Molecules 2025 dataset.

For the highest occupied orbital energy (alpha / beta), the calculation gives 0.889 / -6.542 eV. The expectation value of S² is 0.750. The strongest force on any atom comes out at 3.91 eV Å⁻¹. For the HOMO-LUMO gap (alpha / beta), the calculation gives 1.273 / 8.710 eV.

Structure (ORCA input):
```
! RIJCOSX wB97M-V def2-TZVPD def2/J DEFGRID3
* xyz -1 2
C -9.37140 0.68980 -1.17015
C -8.62470 1.16461 -2.49163
C -7.09312 0.93391 -2.46381
O -6.41489 1.86097 -1.60281
C -5.00935 1.65874 -1.48081
N -9.18721 0.35758 -3.51316
H -9.18443 -0.34384 -0.87907
H -10.44344 0.88567 -1.14846
H -8.98600 1.30971 -0.36066
H -8.75476 2.23725 -2.63527
H -6.57872 1.05505 -3.41713
H -6.91119 -0.07125 -2.08347
H -4.64430 0.65835 -1.71334
H -4.78959 1.88221 -0.43684
H -4.45586 2.33432 -2.13299
H -9.79920 1.08025 -3.86431
H -8.53480 0.28440 -4.28069
C 3.54791 2.86304 -6.56609
C 2.82783 4.10402 -7.15712
C 2.71525 5.14697 -6.08749
O 1.80356 4.74878 -5.02735
C 1.53939 5.75120 -4.01448
N 3.61754 4.54724 -8.24365
H 3.14698 2.60940 -5.58475
H 4.63382 2.90029 -6.47942
H 3.53904 1.99414 -7.22416
H 1.86589 3.71245 -7.48793
H 2.40494 6.07898 -6.55990
H 3.66905 5.40583 -5.62774
H 0.89148 5.32983 -3.24588
H 1.31521 6.78156 -4.29054
H 2.53965 5.86032 -3.59535
H 3.08528 5.31411 -8.62928
H 3.71421 3.92433 -9.03279
C -3.85156 4.62766 4.04773
C -3.16773 5.25697 2.78421
C -2.88568 4.15501 1.72890
O -2.02514 3.09521 2.06494
C -0.73324 3.39691 2.43190
N -4.05197 6.32720 2.33313
H -4.35009 5.38622 4.65119
H -3.27140 4.14389 4.83353
H -4.49375 3.77379 3.83188
H -2.28041 5.75456 3.17557
H -2.49543 4.61292 0.81999
H -3.77188 3.69705 1.28958
H -0.61945 4.07078 3.28105
H -0.07862 3.76950 1.64403
H -0.25742 2.44770 2.67829
H -4.59467 6.66715 3.11417
H -4.73764 5.88995 1.73415
C -1.80679 0.47793 -0.14498
C -0.33851 0.07371 -0.12677
C 0.61658 1.25304 -0.40678
O 0.65140 1.58138 -1.81053
C 1.88589 2.01031 -2.28326
N -0.07853 -0.51106 1.15355
H -2.43110 -0.32355 0.24997
H -2.17942 0.74916 -1.13274
H -1.93347 1.36353 0.47773
H -0.13291 -0.65269 -0.91302
H 1.57310 0.81895 -0.11569
H 0.43031 2.05792 0.30425
H 2.54519 1.14936 -2.17280
H 2.37051 2.85788 -1.79863
H 1.80194 2.22090 -3.34942
H -0.36483 -1.46672 1.31122
H 0.92333 -0.57317 1.26541
C 5.50779 -0.05825 -1.64840
C 6.50407 -1.28843 -1.67663
C 8.00416 -0.80238 -1.45903
O 8.55030 -0.51154 -2.75209
C 9.76065 0.25758 -2.49784
N 6.06281 -2.06333 -0.58789
H 5.72530 0.75757 -2.33777
H 5.42148 0.47228 -0.70013
H 4.50310 -0.41079 -1.88166
H 6.45805 -1.77954 -2.64864
H 8.55583 -1.64996 -1.05238
H 8.15205 -0.04806 -0.68622
H 10.18009 0.58791 -3.44813
H 10.54132 -0.25833 -1.93882
H 9.59769 1.22081 -2.01440
H 6.58646 -2.92654 -0.56022
H 5.09152 -2.29354 -0.74185
C -0.23329 -3.54680 3.23173
C -0.04684 -4.57293 2.13481
C -0.71741 -5.96846 2.48111
O -0.59119 -6.80284 1.36032
C 0.59691 -7.66047 1.30300
N -0.27397 -3.96500 0.89341
H 0.38839 -2.65984 3.10967
H -0.07991 -3.90701 4.24899
H -1.27042 -3.23580 3.35720
H 1.02295 -4.74425 2.01531
H -1.76535 -5.97856 2.78081
H -0.22000 -6.51845 3.27997
H 0.96233 -7.67242 0.27615
H 0.40464 -8.65856 1.69663
H 1.32369 -7.29286 2.02740
H -0.53522 -4.72822 0.28567
H -1.10482 -3.39731 0.98005
C -4.68768 0.56625 4.58041
C -3.87851 -0.30672 3.61910
C -2.49792 0.29120 3.60849
O -1.76315 -0.36016 4.56517
C -0.41871 0.16447 4.81487
N -4.01959 -1.70512 3.90613
H -4.10668 0.92129 5.43158
H -5.66981 0.16552 4.83129
H -4.78468 1.47996 3.99404
H -4.32936 -0.12146 2.64416
H -2.38481 1.37028 3.71280
H -2.20357 0.07764 2.58094
H 0.22013 -0.44230 5.45660
H -0.42391 1.15155 5.27719
H 0.17237 0.24681 3.90276
H -3.11593 -2.01423 4.23467
H -4.55037 -1.62441 4.76162
C 4.69284 0.56008 2.55252
C 4.49770 -0.79818 3.29176
C 3.10826 -0.81188 4.05321
O 2.88642 -1.92117 4.91881
C 3.47083 -2.03280 6.13309
N 4.61345 -2.00777 2.43957
H 5.56686 0.65742 1.90855
H 4.87542 1.26415 3.36434
H 3.75852 0.83637 2.06385
H 5.23662 -0.99056 4.06964
H 2.24456 -0.67226 3.40311
H 2.89072 0.09556 4.61653
H 4.54707 -1.91147 6.01023
H 3.42808 -3.07213 6.45877
H 3.01618 -1.39949 6.89487
H 5.29501 -1.91407 1.70012
H 3.74002 -2.27838 2.01062
C -4.77529 -2.79591 -0.64647
C -4.38161 -3.63736 0.62910
C -4.24888 -5.12503 0.32334
O -3.90816 -5.68795 1.57387
C -5.03053 -6.05813 2.41779
N -3.16179 -3.10609 1.30532
H -5.16297 -1.87814 -0.20431
H -5.55874 -3.06941 -1.35323
H -3.89201 -2.48896 -1.20656
H -5.12920 -3.42613 1.39369
H -3.46109 -5.36380 -0.39114
H -5.24998 -5.46329 0.05596
H -5.77712 -5.27739 2.56320
H -4.66403 -6.21505 3.43227
H -5.57144 -6.92962 2.04900
H -3.44617 -2.38805 1.95619
H -2.78188 -3.88746 1.82033
C 2.62856 5.08946 -0.27685
C 3.95511 4.51252 0.25831
O 3.97580 5.06544 1.56503
H 1.82084 4.82822 0.40684
H 2.47372 4.81000 -1.31897
H 2.78794 6.16572 -0.21081
H 4.78116 4.76371 -0.40702
H 3.95838 3.42906 0.37746
H 4.63818 4.53124 2.00942
C 1.51361 -0.00950 -4.77657
C 0.79007 -1.18782 -5.40375
O 1.74946 -1.95443 -6.23570
H 2.32859 -0.29935 -4.11333
H 0.75580 0.63990 -4.33828
H 1.92810 0.52187 -5.63328
H -0.10291 -0.86683 -5.94007
H 0.43578 -1.80324 -4.57680
H 1.58499 -2.88199 -6.42061
C 1.57513 -3.10708 -2.14683
C 2.49754 -3.53966 -0.98767
O 2.43118 -2.62251 0.11968
H 1.74066 -2.07249 -2.44735
H 0.54677 -3.16495 -1.79016
H 1.63413 -3.78492 -2.99839
H 3.51214 -3.55719 -1.38564
H 2.28806 -4.52471 -0.57064
H 1.54265 -2.75197 0.45931
*
```

***

Entry 2:
The following is a quantum chemistry calculation of a 13-piece molecular cluster, C42H118F6N10O12P overall at a distorted geometry, from the Open Molecules 2025 dataset.

For the highest occupied orbital energy, the calculation gives -5.415 eV. The strongest force on any atom comes out at 2.32 eV Å⁻¹. For the HOMO-LUMO gap, the calculation gives 7.562 eV.

Structure (ORCA input):
```
! RIJCOSX wB97M-V def2-TZVPD def2/J DEFGRID3
* xyz -1 1
P -0.11613 0.28584 -0.40341
F -1.52966 0.23329 -1.15646
F -0.88834 0.11034 1.03217
F 0.10890 -1.32202 -0.45800
F 1.29064 0.35823 0.38569
F 0.58832 0.41512 -1.86772
F -0.23930 1.89608 -0.31888
C -2.69919 -0.39494 -3.86560
C -1.99007 -1.73752 -4.09249
C -1.14459 -1.68647 -5.36330
O -0.75779 -3.02612 -5.67201
C -0.10317 -3.02769 -6.90689
N -1.15530 -2.08724 -2.92142
H -3.39774 -0.34017 -3.02776
H -3.38015 -0.23766 -4.71516
H -2.01404 0.44749 -3.76330
H -2.77696 -2.49318 -4.14265
H -0.20221 -1.13599 -5.24228
H -1.68622 -1.22253 -6.19493
H 0.00435 -4.06741 -7.22748
H 0.90103 -2.60047 -6.79812
H -0.65864 -2.57153 -7.73700
H -1.69678 -1.73793 -2.14078
H -0.35619 -1.46428 -2.88179
C 0.65190 1.21731 4.33686
C -0.86627 1.29051 4.18579
C -1.52899 1.91586 5.40000
O -1.40210 1.00686 6.47386
C -1.94029 1.47887 7.66992
N -1.11219 2.17970 3.01588
H 1.12240 2.15774 4.62996
H 1.13254 0.86771 3.41978
H 0.95745 0.46783 5.07678
H -1.27952 0.29672 4.01224
H -2.60245 2.05155 5.21155
H -1.13086 2.92528 5.56444
H -3.01055 1.67473 7.51985
H -1.44058 2.40960 7.97709
H -1.80990 0.81925 8.52787
H -0.29937 2.77933 2.90782
H -1.02276 1.52456 2.23491
C 0.65807 -2.25945 4.14240
C 0.38549 -3.49113 3.31402
C -0.59067 -4.46276 3.92524
O -0.24722 -4.71081 5.25802
C -1.03222 -5.48192 6.10437
N -0.11135 -3.10642 1.98132
H 1.19050 -1.45525 3.64168
H 1.24740 -2.51636 5.02878
H -0.23742 -1.77824 4.55210
H 1.36593 -3.95064 3.17216
H -0.56920 -5.39803 3.34919
H -1.62796 -4.10114 3.86963
H -0.76116 -5.42906 7.15450
H -0.93237 -6.53515 5.79489
H -2.09650 -5.26587 5.93816
H 0.31641 -2.25997 1.61866
H -1.08791 -2.82188 1.99462
C 2.28167 2.45289 -3.05525
C 1.13115 2.96157 -3.88669
C 1.07398 4.48572 -4.07027
O 1.01173 5.09337 -2.79643
C 1.12407 6.49404 -2.87095
N 1.13144 2.33940 -5.22474
H 3.27503 2.72201 -3.42381
H 2.28601 1.37406 -2.92892
H 2.13603 2.90927 -2.07286
H 0.19047 2.58718 -3.47177
H 0.19385 4.72693 -4.67824
H 1.96606 4.82816 -4.60748
H 0.27916 6.98627 -3.36899
H 2.04196 6.81640 -3.36881
H 1.07055 6.87266 -1.84988
H 0.20632 2.32473 -5.64872
H 1.27415 1.33522 -5.14065
C -3.53621 7.55065 -3.42269
C -4.00959 6.19332 -2.96584
C -2.91057 5.13259 -3.08697
O -3.33507 4.00191 -2.39832
C -2.33660 3.04870 -2.06264
N -4.51687 6.25837 -1.59669
H -3.14802 7.46990 -4.44149
H -2.76127 7.96491 -2.77252
H -4.33640 8.29223 -3.43088
H -4.84742 5.83330 -3.57513
H -1.94202 5.49672 -2.71066
H -2.75614 4.87641 -4.14824
H -2.82995 2.23345 -1.53989
H -1.58409 3.44458 -1.38219
H -1.96892 2.69205 -3.02775
H -3.83207 6.78708 -1.06020
H -4.44306 5.29024 -1.28326
C -1.56846 -6.99390 -0.48256
C -0.38210 -6.14150 -0.08801
C 0.91112 -6.74688 -0.64687
O 1.00886 -6.51335 -2.03816
C 2.21986 -7.00948 -2.53483
N -0.61856 -4.77092 -0.57793
H -1.44003 -8.03896 -0.18571
H -1.69166 -6.96979 -1.56786
H -2.51942 -6.61958 -0.09698
H -0.21307 -6.12422 1.00097
H 0.90973 -7.83607 -0.51218
H 1.70763 -6.33778 -0.01223
H 2.44247 -8.00292 -2.12075
H 3.05647 -6.32773 -2.34318
H 2.14466 -7.12276 -3.61735
H -1.50683 -4.43389 -0.21179
H 0.01904 -4.29155 0.06203
C 4.32414 -5.28880 2.02057
C 3.50384 -4.33871 1.14957
C 3.72035 -2.85996 1.45622
O 3.58797 -2.62203 2.83491
C 3.75445 -1.24187 3.13777
N 3.90393 -4.55166 -0.25920
H 5.36923 -4.97457 2.04343
H 4.20994 -6.30105 1.62825
H 3.93062 -5.32924 3.03967
H 2.44523 -4.53849 1.34453
H 3.04000 -2.26794 0.83043
H 4.74591 -2.57958 1.16364
H 2.98631 -0.73952 2.54063
H 4.73316 -0.89305 2.78820
H 3.66950 -1.06111 4.20476
H 4.26544 -5.50110 -0.30122
H 4.78877 -4.04555 -0.33625
C 0.33356 5.76787 4.87107
C 1.82214 5.59370 4.54994
C 2.13690 5.37677 3.07232
O 1.54929 4.18596 2.63443
C 1.78613 4.00012 1.24700
N 2.45577 6.81468 5.07015
H 0.21719 5.89886 5.94736
H -0.25172 4.88394 4.59858
H -0.14458 6.57960 4.32290
H 2.15926 4.72168 5.12283
H 3.23190 5.36650 2.95982
H 1.85831 6.26800 2.49388
H 1.11585 4.63516 0.66664
H 1.63770 2.95491 0.97188
H 2.83581 4.13898 0.96251
H 3.43502 6.81845 4.79036
H 2.47203 6.79187 6.08221
C 3.54949 -1.46046 -2.30385
C 2.51985 -2.38747 -2.95950
C 3.23706 -3.38868 -3.85340
O 2.36317 -4.35049 -4.44512
C 3.03901 -5.07050 -5.43922
N 1.73095 -3.07557 -1.95835
H 3.07300 -0.83281 -1.55395
H 4.16573 -0.87983 -2.99817
H 4.24526 -2.11190 -1.76159
H 1.88499 -1.76598 -3.60426
H 3.98868 -3.94866 -3.28468
H 3.75422 -2.84040 -4.65028
H 3.47304 -4.37637 -6.17509
H 2.35823 -5.68529 -6.02455
H 3.87389 -5.65990 -5.04298
H 2.39388 -3.60880 -1.38747
H 1.32090 -2.37906 -1.33469
C -4.19631 0.52780 0.98121
C -4.11279 2.04640 1.16399
C -5.29046 2.75261 0.47489
O -5.31438 4.11388 0.95400
C -6.44526 4.84938 0.50696
N -4.18980 2.37495 2.60017
H -3.22754 0.11591 1.25671
H -4.35240 0.22449 -0.05990
H -4.97751 0.02292 1.54933
H -3.22375 2.48268 0.69067
H -6.22196 2.27878 0.80969
H -5.27749 2.76265 -0.61753
H -6.39538 5.92042 0.68815
H -7.27189 4.52826 1.15496
H -6.70321 4.65109 -0.53296
H -4.27535 3.38610 2.47518
H -3.25710 2.29039 3.01497
C -3.00262 -2.57331 0.55400
O -3.02638 -3.96411 0.90671
H -2.18056 -2.25767 -0.08035
H -3.99365 -2.45946 0.10485
H -2.93284 -1.98104 1.47085
H -3.70235 -4.14666 1.55939
C 4.58747 1.38837 -0.29867
O 5.61887 1.99619 -1.04810
H 4.40646 0.33828 -0.51154
H 4.82548 1.38623 0.77428
H 3.66016 1.95596 -0.39565
H 5.42383 2.92036 -1.20042
*
```

***

Entry 3:
The following is a quantum chemistry calculation of C42H21F15GeN5O2RuS4 as an isolated structure at a distorted geometry, from the Open Molecules 2025 dataset.

For the highest occupied orbital energy (alpha / beta), the calculation gives -7.265 / -7.285 eV. The expectation value of S² is 0.770. The strongest force on any atom comes out at 2.21 eV Å⁻¹. For the HOMO-LUMO gap (alpha / beta), the calculation gives 4.065 / 4.079 eV.

Structure (ORCA input):
```
! RIJCOSX wB97M-V def2-TZVPD def2/J DEFGRID3
* xyz 0 2
Ru 0.79557 1.57134 -0.14224
C 3.01642 6.19709 -1.23425
S 1.20400 6.22254 -1.33607
C 0.82764 4.54460 -1.11984
S 2.01883 3.33863 -1.48968
N -0.40412 4.25224 -0.82366
N -0.63855 2.96770 -0.58714
C -1.74499 2.37909 -0.92874
C -1.59314 0.89245 -1.07741
C -2.70692 0.23985 -1.79515
C -2.50933 -0.26661 -3.03474
C -1.23691 -0.18240 -3.63823
C -0.16379 0.27985 -2.89042
N -0.27433 0.73210 -1.65876
H 3.33178 7.22806 -1.34721
H 3.42149 5.58917 -2.03637
H 3.31599 5.79266 -0.27038
H -2.58670 2.92236 -1.34526
H -3.65067 0.18459 -1.27623
H -3.32031 -0.72538 -3.57783
H -1.08723 -0.52201 -4.64863
H 0.83519 0.27982 -3.31071
C -2.51733 8.07310 1.71795
C -1.52034 6.95797 1.73680
C -1.92085 5.64251 1.95768
C -0.99808 4.61484 2.04397
C 0.34241 4.91076 1.88775
C 0.76452 6.21381 1.69210
C -0.16594 7.23122 1.59247
S 1.65571 3.79200 2.37110
O 2.90812 4.34741 1.93121
O 1.44965 3.66069 3.78571
N 1.57854 2.23511 1.62704
C 2.34788 1.29407 2.23527
C 3.00223 1.41451 3.46779
C 3.73703 0.35895 3.99739
C 3.90609 -0.82569 3.32057
C 3.35376 -0.97260 2.03327
C 3.57949 -2.10004 1.21730
C 3.08386 -2.10799 -0.06312
C 2.31182 -1.03239 -0.50683
N 2.03722 0.01502 0.25622
C 2.56203 0.07772 1.50048
H -3.48014 7.73042 1.34836
H -2.16405 8.89490 1.09921
H -2.66185 8.45260 2.73094
H -2.96971 5.42675 2.09322
H -1.31058 3.59759 2.22689
H 1.82233 6.41248 1.63538
H 0.16959 8.24195 1.41510
H 2.92183 2.32522 4.03288
H 4.19700 0.49422 4.96419
H 4.48534 -1.63367 3.73949
H 4.16405 -2.92242 1.60367
H 3.27893 -2.92899 -0.73555
H 1.92934 -1.01812 -1.51848
F -3.49857 -2.23523 0.20969
C -3.58665 -2.92845 -0.94003
C -2.40710 -3.17022 -1.62203
C -2.52229 -3.87102 -2.80640
F -1.43520 -4.12881 -3.54403
C -3.74340 -4.34388 -3.27871
F -3.80217 -5.03911 -4.41956
C -4.90312 -4.10398 -2.55157
F -6.07666 -4.55642 -2.99442
C -4.82865 -3.36802 -1.37239
F -5.93784 -3.09453 -0.67662
Ge -0.73048 -2.56720 -0.57581
S -1.34956 0.09063 0.63229
C 0.66577 -3.87388 -1.45995
C 1.23486 -5.00738 -0.90951
F 1.04703 -5.30583 0.38669
C 2.04660 -5.87161 -1.63963
F 2.56411 -6.95726 -1.05702
C 2.32411 -5.60103 -2.97400
F 3.08909 -6.42569 -3.68933
C 1.81995 -4.43568 -3.54404
F 2.10255 -4.12913 -4.81363
C 1.03100 -3.60043 -2.76524
F 0.58551 -2.44718 -3.29755
C -1.11050 -3.84962 0.96389
C -1.75010 -5.07268 0.89699
F -2.30539 -5.47878 -0.25925
C -1.78895 -5.95098 1.97412
F -2.38092 -7.14379 1.85820
C -1.18175 -5.58743 3.17069
F -1.20867 -6.41697 4.21491
C -0.51514 -4.36928 3.26398
F 0.10593 -4.03078 4.39892
C -0.49219 -3.53540 2.15678
F 0.20903 -2.38461 2.19514
*
```